No. 1
A 2-piece molecular cluster, C12H14N2 overall, computed with the ωB97M-V functional and the def2-TZVPD basis.

Output
F_max: 4.7 eV Å⁻¹
LUMO energy (spin up / spin down): 0.641 / 0.641 eV

The geometry in XYZ format:
```
28
Properties=species:S:1:pos:R:3:forces:R:3
C -3.50051 -0.47380 -0.23715 -0.5 -2.2 0.1
C 3.04253 -1.37640 0.30696 -0.6 0.1 -0.6
C -2.60980 0.47126 0.28943 -0.1 -0.3 -0.7
C 2.20592 -0.46311 0.94641 0.3 0.0 0.3
C -2.79841 -1.66594 -0.37654 -3.1 -1.0 -1.5
C 2.39953 -1.76339 -0.84783 1.7 0.6 1.9
C -1.34901 -0.14165 0.27750 -2.2 -0.7 -0.6
C 1.07322 -0.35073 0.17474 0.6 0.6 1.5
C 1.33329 2.27276 -1.38285 -0.1 2.3 -3.6
C 0.14407 2.05407 -0.92752 -0.5 -3.1 1.7
C -0.14802 1.25746 1.75233 0.4 0.4 1.5
C -0.09471 0.40857 0.52430 1.5 4.3 -1.4
N -1.50482 -1.46166 -0.14832 -0.5 0.5 0.2
N 1.24757 -1.10317 -0.95925 -0.4 0.7 1.8
H -4.56645 -0.49075 -0.47410 0.4 0.7 0.4
H 3.99277 -1.63466 0.69458 0.7 -0.6 -0.1
H -2.97444 1.46951 0.55173 1.0 -0.3 -0.1
H 2.51661 -0.01838 1.88585 -0.7 0.2 -0.2
H -3.23894 -2.66771 -0.69924 1.0 1.6 0.5
H 2.80295 -2.45334 -1.47092 0.5 -1.8 -2.3
H 1.57583 2.83628 -2.42370 -0.8 -1.1 2.5
H 2.17322 1.96682 -0.87287 2.0 -0.8 1.1
H -0.78825 2.16284 -1.40563 -1.1 0.5 -0.4
H 0.69104 1.81549 2.05723 2.1 0.2 -0.4
H -0.37887 0.77102 2.69369 -0.5 -0.9 0.0
H -0.79177 2.10770 1.71461 -1.3 0.1 -0.6
H -0.95890 -2.29399 -0.07012 1.1 0.4 0.3
H 0.50437 -1.23513 -1.57332 -0.9 -0.3 -1.4
```
Positions in Å, forces in eV/Å.

---

No. 2
One molecule with the formula C12H14N2OS, computed with the ωB97M-V functional and the def2-TZVPD basis.

Output
F_max: 1.0 eV Å⁻¹
SMILES string: CCCOc1ccc(-c2cnc(N)s2)cc1
LUMO energy: 0.649 eV

The geometry in XYZ format:
```
30
Properties=species:S:1:pos:R:3:forces:R:3
C 2.16043 -0.34916 4.33191 0.2 -0.2 0.0
C 3.51252 -0.95174 3.97012 -0.1 0.2 -0.4
C 3.98048 -0.60423 2.55279 0.3 0.0 0.5
O 3.23942 -1.28261 1.55901 -0.2 -0.1 -0.1
C 2.13923 -0.73150 0.98038 -0.3 -0.1 -0.3
C 1.68530 0.57530 1.13536 0.3 -0.1 0.2
C 0.56155 1.01026 0.46100 -0.2 -0.2 -0.2
C -0.15050 0.16402 -0.38919 0.5 -0.2 0.3
C -1.32846 0.62044 -1.08905 -0.7 0.5 -0.3
C -1.94602 1.83778 -1.06309 0.6 -0.8 0.2
N -3.04948 1.98458 -1.83440 -0.8 0.4 -0.5
C -3.32980 0.90244 -2.47343 0.7 -0.5 0.3
N -4.41898 0.73112 -3.26359 -0.4 -0.1 -0.3
S -2.21825 -0.43224 -2.17826 -0.2 0.7 0.1
C 0.31512 -1.14517 -0.54198 -0.1 0.3 0.1
C 1.43379 -1.58354 0.12566 0.3 0.0 0.2
H 1.87909 -0.64479 5.34003 -0.1 0.0 0.1
H 1.38818 -0.69279 3.64762 -0.1 0.0 0.0
H 2.19903 0.73759 4.29473 -0.1 0.1 0.0
H 3.45875 -2.03912 4.04989 0.1 0.0 0.0
H 4.27178 -0.59713 4.67024 0.1 0.0 0.0
H 3.97345 0.47857 2.39590 0.0 -0.1 0.0
H 5.00786 -0.96061 2.42072 -0.1 0.1 0.0
H 2.19460 1.27201 1.78226 0.0 0.0 0.1
H 0.23403 2.02850 0.60142 0.0 0.1 0.0
H -1.62626 2.68552 -0.48564 0.2 0.1 0.2
H -4.39607 -0.01866 -3.93366 -0.1 0.1 0.0
H -4.88653 1.57695 -3.54672 0.0 0.0 0.0
H -0.21628 -1.82245 -1.19527 0.0 -0.1 0.0
H 1.79135 -2.59396 0.00429 0.0 -0.1 0.0
```
Positions in Å, forces in eV/Å.

---

No. 3
An isolated ion of composition C12H14N3 and charge +1, computed with the ωB97M-V functional and the def2-TZVPD basis.

Output
net charge: +1
F_max: 3.6 eV Å⁻¹
SMILES string: C[C@H]1[NH2+][C@]1(c1ccccc1)n1ccnc1
LUMO energy: -3.036 eV

The geometry in XYZ format:
```
29
Properties=species:S:1:pos:R:3:forces:R:3
C 1.21843 1.86863 -0.80775 0.3 -1.7 -0.1
C 1.54670 1.02718 0.40067 2.9 -1.0 -1.0
N 0.63839 1.20002 1.51933 0.4 -2.1 2.7
C 0.58078 -0.06502 0.64612 0.7 0.3 -2.2
C -0.57025 -0.14380 -0.32171 -0.5 -0.4 1.0
C -0.39364 -0.99996 -1.39338 -1.3 -0.4 -0.6
C -1.49665 -1.17504 -2.28216 0.6 1.0 2.2
C -2.73831 -0.62293 -1.93464 1.7 -0.4 0.8
C -2.93892 0.08665 -0.74387 0.8 0.4 -1.6
C -1.81082 0.44832 -0.03093 -0.1 -1.4 0.0
N 1.11770 -1.27454 1.07944 -3.5 -0.5 0.9
C 0.33387 -2.26497 1.73904 1.0 1.0 -0.1
C 1.22848 -3.07899 2.30771 0.3 -1.3 0.3
N 2.49473 -2.71039 1.94380 1.7 0.2 -0.7
C 2.40375 -1.65299 1.18323 0.2 -0.3 0.8
H 1.23411 1.29840 -1.77472 0.2 0.6 1.1
H 1.79914 2.71360 -0.80139 2.0 1.9 -0.5
H 0.26778 2.28249 -0.64946 -1.7 0.2 -0.2
H 2.67745 0.79650 0.70083 -2.8 1.0 -0.6
H 0.92124 0.92153 2.50120 -0.3 1.0 -1.4
H -0.13883 1.80747 1.38544 -0.6 0.7 0.3
H 0.48678 -1.65139 -1.42347 -0.2 0.5 -0.4
H -1.36990 -1.79966 -3.12408 -0.1 -0.5 -0.8
H -3.54320 -0.88386 -2.53231 -1.5 -0.2 -1.1
H -3.93596 0.42635 -0.50474 0.1 0.0 0.3
H -1.98862 0.90995 0.90710 0.1 0.8 0.8
H -0.70871 -2.36308 1.69695 -1.2 0.5 -0.1
H 1.05283 -4.00428 2.89345 0.2 1.0 -0.5
H 3.07282 -1.05744 0.57675 0.9 -0.7 0.6
```
Positions in Å, forces in eV/Å.

---

No. 4
One molecule with the formula C12H14N4O3S, computed with the ωB97M-V functional and the def2-TZVPD basis.

Output
F_max: 0.8 eV Å⁻¹
SMILES string: COc1ccc(NC(=O)CSc2cn[nH]n2)c(OC)c1
LUMO energy: 0.709 eV

The geometry in XYZ format:
```
34
Properties=species:S:1:pos:R:3:forces:R:3
C 2.98097 1.01846 4.14763 0.2 0.0 0.1
O 1.64994 1.05376 3.69172 -0.3 0.0 -0.1
C 1.41930 0.91504 2.35625 0.0 0.0 -0.2
C 2.39731 0.74377 1.38838 0.1 0.0 0.5
C 2.03481 0.62123 0.05512 -0.3 0.0 -0.1
C 0.70696 0.66226 -0.32116 0.2 -0.1 0.1
N 0.26868 0.54455 -1.64799 -0.4 0.3 0.2
C 0.86779 -0.12184 -2.65378 -0.3 0.2 -0.3
O 1.98873 -0.58167 -2.63463 0.3 -0.2 0.0
C 0.00927 -0.25999 -3.91311 -0.4 -0.2 0.1
S -1.79393 -0.18107 -3.66282 0.0 0.3 -0.3
C -2.00204 -1.40106 -2.43308 0.0 -0.4 0.3
C -1.10067 -2.35484 -1.91409 -0.5 0.3 -0.1
N -1.73720 -3.03863 -0.98353 0.2 -0.6 0.5
N -2.94331 -2.52568 -0.95107 0.3 0.0 -0.2
N -3.15939 -1.54094 -1.79662 -0.2 0.5 -0.3
C -0.29137 0.82012 0.66025 0.2 -0.1 0.0
O -1.57666 0.81750 0.19127 0.6 0.0 -0.1
C -2.63126 0.92713 1.11586 -0.2 0.0 0.1
C 0.07157 0.95132 1.98433 -0.1 0.0 0.1
H 3.45830 0.06044 3.91907 0.0 0.0 0.0
H 2.92532 1.14455 5.22774 0.1 0.0 -0.1
H 3.57418 1.83206 3.71841 0.0 0.0 0.0
H 3.44211 0.70392 1.64751 0.1 0.0 0.1
H 2.78973 0.47869 -0.69964 0.0 0.0 -0.1
H -0.70079 0.81672 -1.77541 0.2 -0.1 -0.1
H 0.27109 -1.19142 -4.41665 0.1 0.1 0.1
H 0.23282 0.56765 -4.58891 0.0 -0.1 0.0
H -0.07986 -2.55333 -2.16023 0.3 -0.1 0.0
H -3.66066 -2.86380 -0.32840 0.1 0.0 -0.1
H -3.54298 0.86393 0.52343 0.0 0.0 0.1
H -2.60937 0.10958 1.84290 0.0 0.0 0.0
H -2.60223 1.88496 1.64369 0.0 0.0 0.0
H -0.65719 1.07664 2.76754 -0.1 0.0 0.1
```
Positions in Å, forces in eV/Å.